{
  "formula": "C32H54N8",
  "method": "wB97M-V/def2-TZVPD",
  "homo_lumo_gap_ev": 8.714,
  "de_lowest_kj_mol": 101.5,
  "total_charge": 0,
  "lumo_energy_ha": 0.0091,
  "total_energy_ev": -45977.8745,
  "homo_ha": -0.3112,
  "multiplicity": 1,
  "species": ["C", "H", "H", "C", "H", "N", "H", "C", "H", "C", "C", "C", "H", "N", "C", "C", "H", "C", "H", "N", "H", "C", "H", "C", "H", "H", "H", "H", "H", "C", "H", "H", "H", "H", "H", "H", "C", "H", "C", "H", "H", "N", "N", "N", "H", "C", "H", "H", "H", "C", "H", "H", "H", "H", "H", "H", "C", "H", "H", "C", "C", "H", "C", "C", "C", "H", "H", "C", "N", "H", "H", "H", "H", "H", "H", "H", "C", "C", "C", "H", "C", "H", "H", "C", "C", "H", "C", "N", "C", "H", "H", "C", "H", "H"],
  "coordinates": [[1.83794, 1.11268, -0.64806], [2.09805, 3.03598, 1.49315], [0.23879, 1.77969, -7.66886], [1.50595, -2.37448, -3.78540], [0.71281, 0.79404, 2.06367], [-0.47911, 2.35280, 3.48534], [2.87893, -1.09608, -2.73282], [1.96462, -5.13936, -0.39663], [1.34079, -0.21628, 5.19624], [-0.57552, -1.21289, 5.13244], [0.32943, 2.95400, -4.57875], [-1.63832, 2.36956, 3.25154], [1.25147, -1.59005, 2.34062], [2.84164, 1.37976, -1.13680], [0.93019, -0.79151, 7.10294], [0.49269, -5.01838, -0.60600], [0.16088, -2.12966, -2.04173], [-2.89665, -0.81015, -1.70909], [-4.95500, 1.34993, 2.92950], [-2.23713, -1.30880, -0.92073], [-2.24306, 1.59217, -1.35776], [-3.79795, 0.43263, 1.44648], [-1.76836, -2.11454, 6.77636], [2.87057, 3.18289, 2.24795], [-3.86847, 1.53611, -4.00477], [-0.77049, -0.73798, 4.17090], [-3.25423, 3.19368, 2.25371], [-0.09401, 0.26279, -0.69536], [0.32258, -0.74269, -2.93558], [-3.88639, 1.16084, 2.82743], [2.15533, 1.71073, -3.94492], [2.48674, -1.02424, 1.16439], [-2.40903, -0.60207, 6.20844], [2.34776, -6.53312, -1.94026], [1.44908, -3.42758, -4.06080], [0.17652, -4.04115, -0.24110], [0.22473, -1.81807, -3.08429], [3.09028, 6.46870, 1.30155], [0.52736, 0.06430, 1.27552], [-4.76680, -0.07756, -2.01359], [-4.52018, -0.38262, 1.40347], [-0.30748, -5.71612, -3.00510], [-2.00954, -2.35498, -4.35583], [1.29817, 1.40810, -5.86239], [3.61575, -2.60908, -3.23985], [0.05064, -5.42407, -1.95853], [-4.16090, -0.92392, -3.36938], [2.53338, -2.51014, -1.84953], [-2.78368, 0.09108, 1.23988], [-3.05487, 2.45791, 3.03281], [2.31940, 3.11075, 3.18555], [-3.56687, 2.73760, -1.70922], [4.24430, 4.76638, 2.85536], [0.08058, 1.79133, 0.06097], [-1.17634, 3.57781, -6.15117], [1.92318, 0.69520, -6.21059], [2.60854, 5.57734, 1.70346], [2.54197, -4.29659, -0.77678], [-2.52251, 0.83316, -3.88682], [1.42305, -1.17785, 1.34625], [1.38387, 2.03147, -4.62930], [3.57554, -6.51823, -0.65778], [3.67549, 4.51242, 1.96090], [-3.85796, -0.21414, -2.59962], [0.46371, -0.34803, 5.82985], [1.23903, -1.99944, 0.65399], [-3.44088, 2.96169, 3.91898], [0.31392, 2.01563, -6.61763], [1.33614, -1.07936, 8.15270], [1.99992, -7.29164, -0.35663], [-0.48930, -0.26467, 1.49062], [-0.08396, -2.14612, 4.85761], [-2.63216, -2.07383, 5.32083], [0.01489, 3.51991, -3.71434], [-4.12636, 1.13954, 0.68455], [0.14185, 0.68033, 5.99412], [1.78850, 5.98613, 2.87003], [-1.89142, -1.50401, 5.88182], [0.57099, 0.82294, -0.03800], [4.36100, 4.35620, 1.12797], [2.69340, -2.16140, -2.86976], [1.71547, -1.84159, -4.71288], [-0.01453, -5.72433, 0.05162], [-0.35538, 2.95127, -5.83516], [-3.30283, 1.10809, -3.17715], [2.19439, -5.06312, 0.66615], [-1.02096, -2.17795, -3.78693], [1.24391, 6.25918, 3.84927], [-2.76073, 2.14495, -2.14169], [-3.71377, 0.39654, 3.58517], [1.90406, 5.38542, 0.89415], [2.50624, -6.47029, -0.86368], [-2.04059, 2.75038, -2.69209], [3.47732, 2.27813, 2.28488]],
  "atomic_forces_ev_per_a": [[0.64, -0.27, -0.11], [0.16, 0.00, -0.28], [-0.27, -0.11, 0.15], [-0.03, 0.13, 0.50], [0.55, -0.36, 0.25], [-3.78, -0.05, -0.79], [0.12, 0.18, -0.14], [1.35, -0.18, 0.87], [0.05, -0.20, -0.20], [-0.41, -0.49, -0.27], [0.48, -0.64, 0.09], [4.46, -0.40, 0.71], [0.44, -0.19, 0.08], [0.10, -0.01, -0.11], [0.95, -0.94, 2.65], [-0.74, -0.38, 0.26], [-0.08, -0.65, -0.04], [-0.44, -0.39, 0.01], [0.07, 0.70, 0.26], [0.82, -0.22, 0.49], [0.08, 0.19, 0.12], [0.19, 1.15, 0.72], [0.46, 0.12, 0.13], [0.45, -0.18, -0.04], [-1.28, 0.31, 0.77], [-0.22, 0.19, 0.00], [0.11, -0.18, -0.36], [0.31, 0.00, -0.64], [-0.22, 0.27, -0.64], [-0.24, -1.07, -0.87], [-0.26, 0.21, 0.24], [0.09, 0.58, 0.44], [0.16, 0.23, -0.05], [0.11, -0.40, -0.03], [-0.50, -0.03, 0.18], [-0.48, 0.15, -0.73], [0.50, -0.63, -0.40], [0.12, 0.38, 0.36], [0.63, -0.13, 0.24], [-0.07, 0.30, 0.19], [0.28, -0.19, 0.18], [-0.06, -0.23, -0.45], [0.68, -0.02, 0.36], [-0.22, 1.17, -0.09], [-0.08, -0.05, -0.08], [0.10, 1.19, 0.77], [0.43, -0.03, -0.16], [-0.16, -0.34, -0.06], [-0.20, -0.13, -0.17], [-1.63, -0.07, 0.15], [0.09, 0.81, 0.23], [0.14, 0.09, 0.00], [0.11, 0.15, -0.13], [-0.15, 0.13, 0.22], [0.11, -0.08, 0.07], [-0.09, 0.32, 0.11], [0.08, 1.45, -0.52], [-0.20, -0.08, -0.62], [0.99, -0.42, 0.64], [0.14, -0.08, 0.38], [-1.30, -0.06, -0.62], [-0.02, -0.20, -0.06], [-1.90, -1.77, 1.09], [-0.71, 0.98, -0.52], [-0.13, 0.93, -0.64], [-0.83, 0.19, -0.32], [-0.07, -0.05, 0.24], [-0.13, -0.01, 0.35], [-0.63, 0.28, -1.49], [0.02, -0.07, -0.10], [-0.19, 0.08, -0.41], [-0.07, -0.23, 0.15], [0.26, 0.08, -0.55], [0.33, 0.10, -0.02], [0.26, 0.04, -0.28], [-0.44, 0.09, -0.13], [0.62, -0.36, 0.45], [0.01, 0.03, 0.31], [-1.72, -0.08, -0.11], [-0.26, 0.26, -0.08], [0.38, 0.54, 0.41], [-0.34, 0.12, -0.09], [-0.01, -0.13, 0.18], [1.35, -0.96, -0.16], [0.78, -0.04, -0.69], [-0.41, 0.01, 0.31], [-0.30, 0.61, -0.13], [0.11, -0.07, -0.68], [-0.49, -1.11, -1.17], [0.49, 0.28, 0.31], [0.03, -0.79, -0.01], [0.34, 0.33, -0.36], [-0.10, 0.29, 0.35], [0.34, 0.10, -0.37]]
}